Computed, not measured: a structure of composition C2H6N2O2 at a distorted geometry, with wB97M-V/def2-TZVPD.

Summary:
Electronic energy = -9241.00695 eV
Energy above the lowest of the compared OMol25 structures with the same formula, charge and spin = 608.9 kJ/mol
Highest occupied orbital energy = -8.4 eV
Multiplicity = 1
Orbital gap = 8.13 eV

Positions of all 12 atoms, in Å:
C 0.67252 0.43604 0.73279
C 0.08304 0.12720 -0.64261
N -2.30949 1.11766 0.03189
N -1.31705 -0.33754 -0.45941
O -1.79947 -0.78920 -1.69780
O -2.66597 1.80318 -0.83366
H -0.27943 0.67262 1.33964
H 1.20535 -0.55047 1.06128
H 1.25589 1.27087 0.80413
H 0.62476 -0.66424 -1.15516
H -0.01708 0.93178 -1.44144
H -2.58691 -1.33772 -1.58618